Formula: C20H15BrIrN4O2S
Source: the Open Molecules 2025 dataset
Level of theory: wB97M-V/def2-TZVPD

Atoms and positions in Å:
Ir: 0.94862 1.99173 -1.59160
N: 2.11312 3.87901 2.25031
C: 1.48863 3.30649 1.22470
S: 2.12613 3.63315 -0.37813
N: 0.43038 2.57065 1.44461
N: -0.15037 1.97782 0.44331
C: -1.23296 1.25311 0.45807
C: -2.06380 0.97577 1.62392
C: -3.43245 0.70207 1.48244
C: -4.19695 0.38102 2.58570
C: -3.62887 0.36395 3.85047
C: -2.28738 0.67376 4.00640
C: -1.50830 0.97493 2.90802
C: -1.59907 0.73241 -0.86221
C: -2.34495 -0.42744 -1.06934
C: -2.69893 -0.78721 -2.35945
C: -2.30271 0.02151 -3.41807
C: -1.49299 1.11198 -3.14953
N: -1.12793 1.44342 -1.91374
H: 2.93367 4.44216 2.09636
H: 1.75919 3.77306 3.18786
H: -3.90407 0.77205 0.51386
H: -5.24582 0.16294 2.46688
H: -4.23195 0.13018 4.71222
H: -1.85001 0.69811 4.99106
H: -0.46093 1.19145 3.03327
H: -2.61298 -1.04952 -0.23116
H: -3.27045 -1.68528 -2.54098
H: -2.59769 -0.19266 -4.43197
H: -1.13312 1.74885 -3.94742
Br: 4.89973 -0.25708 -0.38879
C: 4.00445 -1.85958 -0.88332
C: 4.61902 -3.09017 -0.71853
C: 3.91900 -4.24107 -1.04306
C: 2.62615 -4.16479 -1.53849
C: 2.03102 -2.92891 -1.73727
C: 2.72104 -1.77098 -1.41198
C: 2.06758 -0.43299 -1.51267
O: 1.67784 0.09477 -0.44119
O: 1.89523 0.14569 -2.60780
H: 5.62220 -3.14303 -0.32343
H: 4.38631 -5.20437 -0.89389
H: 2.07522 -5.06642 -1.75506
H: 1.03017 -2.85053 -2.13036

Cartesian forces (eV/Å) of the 6 atoms listed first:
0.6 -0.3 1.5
0.2 0.2 0.1
-0.6 -0.6 -0.6
-0.3 -0.4 -1.0
0.1 0.4 2.0
0.0 -0.6 -2.1

Orbital gap (alpha / beta) ... 0.268 / 0.210 Eh
LUMO (alpha / beta) ... -4.045 / -5.659 eV
2S+1 ... 5
Total energy ... -4216.87379 Ha
Net charge ... +1
Highest occupied orbital energy (alpha / beta) ... -0.4169 / -0.4184 hartree

Computed Löwdin charges, given in elementary charges: 1.29, 0.12, -0.79, 0.61, 0.01, -0.08, -0.15, -0.15, -0.04, -0.06, -0.05, -0.06, -0.01, -0.21, 0.01, 0.00, -0.01, -0.11, -0.06, 0.11, 0.13, 0.11, 0.11, 0.11, 0.11, 0.10, 0.13, 0.13, 0.12, 0.12, 0.82, -0.59, -0.10, -0.06, -0.06, -0.01, -0.19, -0.69, -0.06, -0.06, 0.11, 0.11, 0.11, 0.12